1.
The following is a DFT calculation (ωB97M-V/def2-TZVPD) of a molecular structure, C50H41Br2FeN6O2 in a non-equilibrium geometry.

Computed properties:
- Kohn-Sham gap (alpha / beta) (eV) = 6.60 / 6.70
- ΔE to the lowest compared entry with this formula, charge and spin (kcal/mol) = 0.0
- LUMO (alpha / beta) (eV) = -0.9 / -1.0
- electronic energy (eV) = -240024.0184
- <S²> = 8.7603

```
! wB97M-V def2-TZVPD RIJCOSX def2/J DEFGRID3
* xyz 0 6
Fe -0.06 -1.60 -0.40
C 1.29 -0.78 4.03
C 1.47 -2.04 4.62
C 1.23 -3.15 3.85
C 0.82 -3.04 2.49
N 0.62 -1.79 1.94
C 0.90 -0.72 2.70
C 0.54 -4.16 1.64
C 0.81 -5.48 2.04
C 0.54 -6.55 1.20
C -0.02 -6.26 -0.03
C -0.31 -4.93 -0.38
N 0.02 -3.86 0.40
C -1.01 -4.60 -1.60
C -1.39 -5.58 -2.56
C -2.12 -5.23 -3.67
C -2.49 -3.90 -3.80
C -2.09 -3.00 -2.84
N -1.37 -3.29 -1.76
H 1.43 0.15 4.59
H 1.80 -2.14 5.66
H 1.33 -4.15 4.29
H 0.79 0.24 2.19
H 1.23 -5.68 3.02
H 0.77 -7.58 1.50
H -0.24 -7.07 -0.74
H -1.07 -6.62 -2.43
H -2.41 -5.98 -4.42
H -3.09 -3.53 -4.65
H -2.41 -1.97 -2.93
C 0.10 5.74 -0.78
C 0.02 5.35 0.70
C -0.17 6.33 1.68
C -0.23 5.98 3.03
C -0.11 4.65 3.42
C 0.11 3.65 2.48
C 0.10 3.99 1.11
N 0.31 3.00 0.09
C 0.04 1.64 0.25
N -1.15 1.46 0.91
C -1.89 0.33 1.29
C -1.66 -0.95 0.76
C -2.54 -1.96 1.11
C -3.61 -1.77 1.97
C -3.84 -0.50 2.48
C -2.97 0.56 2.18
C -3.21 1.94 2.77
N 0.80 0.68 -0.20
C 1.96 1.11 -0.94
C 1.94 1.21 -2.35
C 3.07 1.60 -3.06
C 4.26 1.91 -2.39
C 4.29 1.87 -1.00
C 3.15 1.52 -0.25
C 3.25 1.53 1.27
H -0.16 6.81 -0.93
H -0.59 5.13 -1.38
H 1.13 5.58 -1.18
H -0.24 7.39 1.38
H -0.37 6.75 3.78
H -0.17 4.37 4.47
H 0.27 2.60 2.77
H 0.96 3.25 -0.66
H -1.62 2.34 1.07
H -2.39 -2.96 0.69
H -4.25 -2.61 2.23
H -4.72 -0.31 3.12
H -4.02 1.85 3.51
H -3.53 2.68 2.02
H -2.31 2.31 3.30
H 1.04 0.88 -2.90
H 3.06 1.59 -4.16
H 5.15 2.13 -2.99
H 5.22 2.10 -0.46
H 4.24 1.93 1.55
H 3.14 0.52 1.69
H 2.48 2.19 1.72
Br 6.19 -1.83 -2.83
C 4.46 -1.89 -2.13
C 3.37 -2.00 -2.98
C 2.09 -1.99 -2.44
C 1.90 -1.92 -1.07
C 3.00 -1.89 -0.24
C 4.29 -1.84 -0.76
H 3.49 -2.09 -4.07
H 1.23 -1.94 -3.13
H 2.89 -1.85 0.86
H 5.17 -1.77 -0.10
Br -4.93 4.73 -0.94
C -3.79 3.36 -1.56
C -2.83 3.65 -2.51
C -2.02 2.62 -2.97
C -2.17 1.31 -2.46
C -3.18 1.05 -1.54
C -4.00 2.07 -1.07
C -1.21 0.17 -2.91
O -0.88 0.21 -4.10
O -0.83 -0.66 -2.02
H -2.74 4.66 -2.91
H -1.26 2.79 -3.75
H -3.31 0.02 -1.16
H -4.77 1.89 -0.31
*
```

=====

2.
The following is a DFT calculation (ωB97M-V/def2-TZVPD) of a molecular structure, C50H41N3O4PtTe in a non-equilibrium geometry.

Computed properties:
- Kohn-Sham gap (alpha / beta) (eV) = 7.05 / 4.62
- ΔE to the lowest compared entry with this formula, charge and spin (kcal/mol) = 0.0
- LUMO (alpha / beta) (eV) = -5.3 / -8.2
- electronic energy (eV) = -75696.1257
- <S²> = 6.0987

```
! wB97M-V def2-TZVPD RIJCOSX def2/J DEFGRID3
* xyz 2 5
Pt -1.38 -0.75 0.29
C 4.54 3.51 -0.02
C 3.49 2.48 -0.24
C 3.79 1.11 -0.28
C 2.80 0.16 -0.42
C 3.06 -1.28 -0.64
O 2.16 -2.10 -0.54
C 4.43 -1.70 -1.01
C 5.23 -0.97 -1.89
C 6.48 -1.44 -2.24
C 6.95 -2.64 -1.71
C 6.15 -3.38 -0.85
C 4.89 -2.92 -0.52
C 1.41 0.56 -0.33
O 0.55 -0.31 0.01
C 1.12 1.96 -0.58
C 2.16 2.86 -0.47
C -0.22 2.42 -0.93
N -1.13 1.58 -1.27
C -2.43 2.03 -1.73
C -2.82 1.21 -2.94
Te -2.38 -0.87 -2.53
C -0.70 -1.00 -3.82
C 0.41 -1.72 -3.42
C 1.47 -1.88 -4.30
C 1.42 -1.32 -5.56
C 0.29 -0.63 -5.97
C -0.78 -0.47 -5.11
C -0.46 3.89 -0.91
C -1.22 4.46 0.11
C -1.45 5.83 0.12
C -0.92 6.63 -0.87
C -0.17 6.07 -1.89
C 0.06 4.70 -1.91
H 5.53 3.07 0.09
H 4.32 4.08 0.88
H 4.56 4.21 -0.85
H 4.82 0.80 -0.20
H 4.86 -0.06 -2.35
H 7.09 -0.89 -2.93
H 7.92 -3.01 -1.99
H 6.50 -4.32 -0.46
H 4.25 -3.49 0.14
H 1.96 3.92 -0.56
H -2.45 3.10 -1.97
H -3.16 1.85 -0.92
H -2.22 1.49 -3.81
H -3.88 1.31 -3.17
H 0.46 -2.15 -2.42
H 2.34 -2.45 -3.99
H 2.25 -1.44 -6.24
H 0.24 -0.23 -6.98
H -1.67 0.04 -5.44
H -1.63 3.84 0.89
H -2.04 6.26 0.92
H -1.08 7.69 -0.85
H 0.23 6.69 -2.67
H 0.64 4.26 -2.71
C -2.70 -2.83 3.15
O -2.23 -1.49 3.01
C -1.84 -0.85 4.14
C -1.89 -1.39 5.42
C -1.42 -0.69 6.51
C -0.87 0.58 6.35
C -0.81 1.14 5.09
C -1.32 0.47 3.98
N -1.25 1.10 2.76
C -2.07 0.92 1.63
C -3.49 0.56 1.89
C -4.27 1.19 2.84
C -5.62 0.88 2.96
C -6.21 -0.03 2.08
C -5.46 -0.69 1.14
C -4.07 -0.45 1.07
O -3.31 -1.17 0.29
H -2.96 -3.16 2.14
H -3.59 -2.87 3.78
H -1.92 -3.47 3.55
H -2.28 -2.38 5.57
H -1.48 -1.13 7.49
H -0.48 1.12 7.20
H -0.41 2.13 4.96
H -0.62 1.89 2.75
H -2.01 1.82 1.01
H -3.83 1.93 3.49
H -6.21 1.36 3.72
H -7.27 -0.23 2.17
H -5.89 -1.43 0.48
N 1.85 -7.31 -0.52
C 1.23 -6.36 -0.36
C 0.50 -5.17 -0.15
C -0.59 -4.87 -0.97
C -1.26 -3.67 -0.82
C -0.83 -2.77 0.14
C 0.20 -3.09 1.01
C 0.88 -4.29 0.86
H -0.91 -5.58 -1.72
H -2.11 -3.45 -1.45
H 0.51 -2.41 1.80
H 1.70 -4.53 1.52
*
```